Entry 1:
Formula: C38H49MoN8O2STe
Source: OMol25
Level of theory: ωB97M-V/def2-TZVPD

Element x y z (Å)
Mo -0.730 0.193 -2.780
C -3.180 0.452 -0.898
N -2.141 1.309 -1.519
C -1.488 2.044 -0.404
C -2.780 2.297 -2.427
C -1.728 3.041 -3.237
N -0.877 2.096 -4.008
C 0.468 2.692 -4.196
C -1.468 1.912 -5.353
H -3.838 1.051 -0.264
H -2.689 -0.304 -0.286
H -3.778 -0.047 -1.658
H -2.217 2.685 0.099
H -0.664 2.653 -0.767
H -1.079 1.327 0.301
H -3.368 3.017 -1.850
H -3.464 1.765 -3.093
H -1.093 3.625 -2.572
H -2.228 3.742 -3.911
H 0.393 3.678 -4.661
H 1.064 2.054 -4.843
H 0.977 2.778 -3.237
H -1.411 2.845 -5.920
H -2.508 1.611 -5.272
H -0.919 1.144 -5.895
C -1.492 -3.912 -3.903
N -2.018 -3.271 -5.090
C -2.168 -3.908 -6.309
C -2.807 -3.059 -7.138
N -3.022 -1.906 -6.419
C -2.527 -2.031 -5.174
S -2.741 -0.808 -3.985
H -0.413 -4.034 -3.976
H -1.937 -4.900 -3.803
H -1.750 -3.319 -3.030
H -1.818 -4.912 -6.467
H -3.118 -3.179 -8.159
H -3.538 -1.099 -6.730
C -0.341 -5.025 5.911
C 0.001 -3.843 5.053
C 0.948 -2.911 5.459
C 1.305 -1.828 4.672
C 2.354 -0.868 5.176
C 0.659 -1.660 3.432
Te 1.596 -0.056 2.353
N 0.801 0.297 0.533
C 1.519 0.502 -0.549
O 0.922 0.829 -1.668
C 3.014 0.464 -0.697
C 3.914 0.910 0.270
C 5.281 0.834 0.057
C 5.775 0.323 -1.132
C 4.893 -0.093 -2.118
C 3.528 -0.010 -1.906
C 0.618 1.596 3.302
C 1.444 2.686 3.615
C 2.874 2.783 3.148
C 0.907 3.739 4.343
C -0.410 3.735 4.783
C -0.961 4.868 5.597
C -1.209 2.653 4.435
C -0.725 1.579 3.700
C -1.673 0.463 3.364
C -0.324 -2.557 3.015
C -1.096 -2.389 1.746
C -0.632 -3.635 3.837
H 0.368 -5.137 6.728
H -0.345 -5.944 5.325
H -1.339 -4.907 6.338
H 1.434 -3.043 6.419
H 2.584 -1.067 6.221
H 2.015 0.169 5.110
H 3.288 -0.970 4.617
H 3.561 1.389 1.167
H 5.963 1.197 0.814
H 6.841 0.277 -1.305
H 5.269 -0.465 -3.061
H 2.852 -0.314 -2.692
H 2.901 2.983 2.074
H 3.432 1.870 3.366
H 3.385 3.606 3.643
H 1.542 4.586 4.575
H -0.187 5.595 5.832
H -1.387 4.496 6.529
H -1.760 5.375 5.054
H -2.245 2.626 4.756
H -1.671 -0.292 4.153
H -1.393 -0.012 2.426
H -2.690 0.845 3.283
H -0.730 -1.540 1.184
H -2.156 -2.241 1.965
H -1.009 -3.280 1.127
H -1.396 -4.327 3.500
O -0.590 -1.413 -1.639
N 0.390 -2.268 -1.671
C 1.185 -2.176 -2.712
C 0.890 -1.175 -3.668
N 0.627 -0.351 -4.457
C 2.291 -3.057 -2.866
N 3.194 -3.746 -3.032

Computed properties:
Multiplicity ... 4
Frontier orbital gap (alpha / beta) ... 7.838 / 7.106 eV
Max |F| ... 1.5 eV Å⁻¹
LUMO level (alpha / beta) ... -5.39 / -6.13 eV
Total charge ... +2


Entry 2:
Formula: C9H11NO5ReS
Source: OMol25
Level of theory: ωB97M-V/def2-TZVPD

Element x y z (Å)
Re 0.213 0.173 0.178
C -3.574 -1.143 1.392
C -2.532 -0.064 1.555
C -2.575 0.675 2.873
O -1.159 -0.709 1.413
C -2.576 0.924 0.387
O -3.550 1.399 -0.057
O -1.304 1.208 -0.114
H -3.570 -1.814 2.252
H -3.421 -1.713 0.477
H -4.554 -0.670 1.337
H -2.503 -0.029 3.704
H -3.536 1.183 2.957
H -1.786 1.425 2.947
H -0.957 -1.261 2.188
S 1.770 0.957 1.348
C 3.198 -0.150 -0.469
C 4.163 -0.100 -1.390
C 3.911 -0.434 -2.762
C 2.730 -0.241 -3.419
C 1.590 0.359 -2.822
N 1.255 0.244 -1.577
H 5.144 0.251 -1.096
H 4.771 -0.706 -3.363
H 2.705 -0.340 -4.495
H 0.944 1.021 -3.392
O 1.970 -0.769 -0.825
O 3.234 0.321 0.775

Computed properties:
Multiplicity ... 2
Frontier orbital gap (alpha / beta) ... 6.964 / 7.163 eV
Max |F| ... 0.5 eV Å⁻¹
LUMO level (alpha / beta) ... -9.94 / -9.78 eV
Total charge ... +2


Entry 3:
Formula: C48H45BrCl2N8O3Re
Source: OMol25
Level of theory: ωB97M-V/def2-TZVPD

Element x y z (Å)
Re 0.876 -0.485 0.273
N -1.575 2.062 -3.779
C -0.454 1.649 -3.187
N -0.291 1.524 -1.902
C -1.335 1.862 -1.088
N -1.199 1.889 0.209
N -0.030 1.386 0.705
C 0.479 2.037 1.695
C 1.556 1.437 2.463
C 2.182 2.090 3.507
C 3.177 1.423 4.209
C 3.504 0.129 3.843
C 2.835 -0.463 2.785
N 1.873 0.171 2.107
C -2.632 2.190 -1.650
C -3.785 2.357 -0.873
C -4.980 2.662 -1.479
C -5.047 2.814 -2.869
C -3.930 2.641 -3.654
C -2.726 2.313 -3.036
H -1.602 2.154 -4.783
H 0.375 1.411 -3.845
H 0.048 2.991 1.974
H 1.891 3.099 3.762
H 3.685 1.909 5.031
H 4.269 -0.428 4.365
H 3.071 -1.469 2.471
H -3.714 2.235 0.199
H -5.874 2.784 -0.883
H -5.991 3.061 -3.336
H -3.983 2.740 -4.731
C 6.579 -2.306 -4.699
C 6.671 -2.558 -3.188
C 8.001 -2.006 -2.653
C 6.630 -4.066 -2.943
C 5.524 -1.836 -2.483
C 4.619 -2.497 -1.661
C 3.626 -1.745 -1.080
Br 2.362 -2.643 0.079
C 3.443 -0.374 -1.237
O 2.408 0.240 -0.623
C 4.372 0.311 -2.032
C 5.365 -0.461 -2.633
C 4.369 1.823 -2.310
C 3.378 2.633 -1.468
C 4.024 2.032 -3.793
C 5.768 2.392 -2.025
H 7.386 -2.833 -5.209
H 6.672 -1.248 -4.946
H 5.630 -2.668 -5.100
H 8.835 -2.504 -3.149
H 8.092 -2.178 -1.579
H 8.096 -0.935 -2.836
H 7.451 -4.540 -3.481
H 5.701 -4.511 -3.306
H 6.752 -4.312 -1.886
H 4.680 -3.562 -1.489
H 6.072 0.054 -3.268
H 2.342 2.353 -1.648
H 3.498 3.688 -1.722
H 3.583 2.527 -0.400
H 3.040 1.615 -4.023
H 4.748 1.549 -4.449
H 4.015 3.098 -4.028
H 6.047 2.231 -0.982
H 5.767 3.467 -2.213
H 6.542 1.954 -2.653
N -2.936 -0.597 5.494
C -2.540 -1.105 4.544
C -2.029 -1.742 3.363
C -2.515 -2.964 2.913
C -1.974 -3.500 1.756
C -0.993 -2.801 1.089
N -0.523 -1.612 1.519
C -1.036 -1.100 2.641
H -3.302 -3.473 3.454
H -2.321 -4.443 1.358
H -0.570 -3.187 0.171
H -0.666 -0.141 2.974
Cl -5.441 -4.501 -2.301
C -5.924 -3.699 -0.848
C -7.000 -4.187 -0.128
C -7.369 -3.574 1.060
C -6.669 -2.472 1.523
C -5.611 -1.986 0.775
Cl -4.749 -0.578 1.350
C -5.206 -2.576 -0.424
N -4.090 -2.113 -1.138
C -4.260 -1.512 -2.419
C -5.503 -1.121 -2.899
C -5.617 -0.527 -4.147
C -4.489 -0.305 -4.921
C -3.248 -0.697 -4.441
C -3.119 -1.310 -3.203
C -1.777 -1.820 -2.748
C -1.207 -1.113 -1.556
O 0.121 -1.142 -1.447
O -1.869 -0.561 -0.698
H -7.534 -5.051 -0.497
H -8.207 -3.957 1.626
H -6.949 -1.977 2.442
H -3.510 -1.506 -0.571
H -6.387 -1.289 -2.297
H -6.593 -0.242 -4.515
H -4.578 0.147 -5.900
H -2.365 -0.567 -5.058
H -1.045 -1.819 -3.555
H -1.897 -2.863 -2.422

Computed properties:
Multiplicity ... 4
Frontier orbital gap (alpha / beta) ... 5.861 / 5.015 eV
Max |F| ... 0.6 eV Å⁻¹
LUMO level (alpha / beta) ... -6.37 / -7.21 eV
Total charge ... +2


Entry 4:
Formula: C3H8N5
Source: OMol25
Level of theory: ωB97M-V/def2-TZVPD

Element x y z (Å)
C -2.020 0.809 0.084
C 0.374 0.173 -0.586
C 1.674 -0.447 -0.407
N -1.171 1.855 -0.061
N 0.032 1.390 -0.335
N -1.559 -0.391 0.277
N -2.138 -1.508 0.210
N 2.581 -0.069 0.627
H -3.065 0.924 0.207
H 1.447 -1.515 -0.410
H 2.339 -0.301 -1.388
H -1.603 -2.358 0.447
H -2.957 -1.635 -0.286
H 3.252 0.715 0.385
H 0.701 2.204 -0.291
H 2.112 0.154 1.525

Computed properties:
Frontier orbital gap (alpha / beta) ... 7.806 / 7.804 eV
Max |F| ... 4.9 eV Å⁻¹
LUMO level (alpha / beta) ... -5.43 / -5.43 eV
Total charge ... +1


Entry 5:
Formula: C16H54O11
Source: OMol25
Level of theory: ωB97M-V/def2-TZVPD

Element x y z (Å)
C 1.178 -1.346 3.367
C 0.174 -0.217 3.770
O -0.963 -0.400 3.053
H 1.530 -1.208 2.353
H 0.633 -2.336 3.344
H 2.063 -1.483 3.993
H 0.497 0.813 3.738
H -0.065 -0.425 4.773
H -1.441 0.416 3.082
C -3.789 -2.266 -2.623
C -2.425 -1.596 -2.744
O -2.547 -0.202 -2.919
H -4.407 -2.182 -3.501
H -4.318 -1.922 -1.739
H -3.594 -3.322 -2.585
H -1.915 -2.083 -3.530
H -1.711 -1.826 -1.892
H -1.654 0.113 -2.928
C 3.010 -1.994 0.214
C 4.182 -1.844 -0.685
O 5.037 -0.910 -0.057
H 2.242 -1.261 0.071
H 3.207 -2.066 1.314
H 2.531 -2.858 -0.234
H 3.897 -1.602 -1.696
H 4.632 -2.834 -0.847
H 5.220 -1.130 0.851
C -2.474 4.846 -0.730
C -1.841 3.466 -0.931
O -2.573 2.761 -1.899
H -3.481 4.578 -0.506
H -2.299 5.456 -1.597
H -2.047 5.327 0.119
H -1.834 2.908 -0.009
H -0.785 3.583 -1.240
H -1.850 2.434 -2.464
C -2.300 -3.747 0.623
C -1.302 -2.623 1.011
O -0.147 -2.804 0.201
H -3.220 -3.390 1.046
H -2.049 -4.758 1.078
H -2.380 -3.890 -0.451
H -1.010 -2.741 2.007
H -1.680 -1.605 0.847
H 0.209 -1.985 -0.117
C -3.665 0.636 0.305
O -4.990 0.337 0.022
H -2.978 0.262 -0.405
H -3.347 0.331 1.259
H -3.673 1.718 0.291
H -5.149 0.500 -0.935
C 1.691 -2.328 -3.310
O 0.757 -2.518 -4.436
H 1.113 -2.110 -2.376
H 2.292 -1.494 -3.475
H 2.413 -3.114 -3.112
H 0.241 -3.383 -4.351
C 2.921 1.792 -1.150
O 2.417 0.734 -1.937
H 3.525 2.502 -1.817
H 3.610 1.508 -0.405
H 2.161 2.444 -0.638
H 2.145 1.117 -2.764
C 0.113 3.477 2.011
O -1.254 3.575 2.145
H 0.548 4.046 2.795
H 0.521 3.769 1.080
H 0.391 2.411 2.112
H -1.461 4.516 2.264
C -0.025 0.550 0.209
O 0.150 -0.192 -0.950
H -1.038 0.584 0.574
H 0.237 1.616 -0.010
H 0.533 0.066 0.919
H 1.055 -0.125 -1.197
C 3.525 0.889 2.158
O 2.840 1.476 3.234
H 2.780 0.545 1.469
H 4.104 0.036 2.509
H 4.174 1.601 1.696
H 3.179 2.380 3.287

Computed properties:
Frontier orbital gap ... 9.559 eV
SMILES string ... CCO.CCO.CCO.CCO.CCO.CO.CO.CO.CO.CO.CO
Max |F| ... 3.4 eV Å⁻¹
LUMO level ... 0.14 eV


Entry 6:
Formula: C4H9NO2
Source: OMol25
Level of theory: ωB97M-V/def2-TZVPD

Element x y z (Å)
C -2.383 -0.721 -0.038
C -0.945 -0.353 -0.416
C -0.832 1.113 -0.738
O -0.025 1.884 -0.266
H -2.646 -0.321 0.946
H -2.510 -1.806 -0.006
H -3.099 -0.323 -0.766
H -0.232 -0.609 0.373
H -0.653 -0.903 -1.323
H -1.573 1.485 -1.477
N 2.212 0.531 1.087
C 2.734 -0.337 0.189
O 3.598 -1.160 0.416
H 2.589 0.545 2.023
H 1.497 1.194 0.807
H 2.267 -0.221 -0.811

Computed properties:
Frontier orbital gap ... 10.375 eV
SMILES string ... CCC=O.NC=O
Max |F| ... 0.5 eV Å⁻¹
LUMO level ... 0.62 eV


Entry 7:
Formula: C32H36Cl3FGeN7O8PRb
Source: OMol25
Level of theory: ωB97M-V/def2-TZVPD

Element x y z (Å)
Rb -0.295 1.946 0.467
N -1.348 3.220 -4.314
C -0.616 2.521 -3.432
N -1.408 2.037 -2.505
C -2.635 2.494 -2.865
N -2.654 3.220 -3.965
C -3.835 2.243 -2.040
C -5.115 2.551 -2.489
N -6.190 2.348 -1.733
C -5.969 1.850 -0.518
C -4.693 1.543 -0.066
N -3.627 1.727 -0.834
H -1.037 3.755 -5.104
H 0.462 2.407 -3.473
H -5.264 2.968 -3.478
H -6.834 1.693 0.117
H -4.519 1.171 0.936
O -3.221 2.902 2.162
C -2.191 2.545 2.765
O -1.003 2.913 2.580
C -2.333 1.446 3.858
P -1.400 0.001 3.196
C -1.434 -1.209 4.595
C -1.471 -2.582 4.339
C -1.399 -3.507 5.370
C -1.280 -3.081 6.688
C -1.224 -1.721 6.958
C -1.295 -0.797 5.921
C -2.738 -0.776 2.171
C -2.499 -1.052 0.826
C -3.484 -1.647 0.038
C -4.715 -1.967 0.582
C -4.967 -1.695 1.926
C -3.986 -1.109 2.709
H -3.374 1.213 4.075
H -1.830 1.820 4.751
H -1.558 -2.929 3.315
H -1.434 -4.567 5.145
H -1.226 -3.802 7.495
H -1.122 -1.374 7.980
H -1.241 0.260 6.150
H -1.539 -0.825 0.376
H -3.278 -1.847 -1.007
H -5.482 -2.423 -0.033
H -5.928 -1.945 2.361
H -4.184 -0.921 3.759
Cl 0.894 4.387 -1.188
Ge 2.952 3.620 -1.507
Cl 4.121 4.966 0.287
Cl 3.525 4.895 -3.318
C 3.387 1.542 3.173
C 3.469 1.471 1.659
O 2.565 2.397 1.051
H 4.062 0.811 3.624
H 2.368 1.333 3.502
H 3.669 2.539 3.525
H 3.177 0.482 1.313
H 4.489 1.674 1.320
H 2.838 3.292 1.308
C 2.155 0.015 -3.398
C 3.136 1.038 -2.834
C 3.893 0.419 -1.665
C 4.117 1.476 -3.922
O 2.332 2.141 -2.401
H 2.697 -0.866 -3.761
H 1.599 0.447 -4.237
H 1.442 -0.281 -2.625
H 4.444 -0.470 -1.983
H 3.195 0.126 -0.881
H 4.608 1.140 -1.252
H 4.753 0.637 -4.219
H 4.753 2.288 -3.561
H 3.578 1.845 -4.798
F 5.535 -3.766 -2.421
C 4.237 -3.667 -2.761
C 3.304 -3.417 -1.835
N 1.966 -3.325 -2.136
C 0.986 -3.031 -1.067
C 1.414 -1.844 -0.175
O 2.521 -1.971 0.399
O 0.611 -0.889 -0.137
C 1.516 -3.500 -3.428
O 0.349 -3.481 -3.765
N 2.525 -3.729 -4.353
C 3.897 -3.856 -4.150
O 4.652 -4.108 -5.071
H 3.545 -3.222 -0.795
H 0.885 -3.911 -0.427
H 0.042 -2.814 -1.546
H 2.206 -3.852 -5.301

Computed properties:
Multiplicity ... 2
Frontier orbital gap (alpha / beta) ... 6.060 / 7.807 eV
Max |F| ... 1.8 eV Å⁻¹
LUMO level (alpha / beta) ... 3.73 / 3.73 eV
Total charge ... -2


Entry 8:
Formula: H4N4O2
Source: OMol25
Level of theory: ωB97M-V/def2-TZVPD

Element x y z (Å)
N 1.950 -0.182 0.018
N 0.695 -0.729 0.136
N -0.292 0.204 0.095
N -1.476 -0.117 -0.045
O -1.989 -1.233 -0.095
O -2.292 1.113 -0.009
H 1.787 0.799 -0.444
H 2.419 0.018 0.879
H 0.662 -1.579 -0.321
H -1.465 1.707 -0.214

Computed properties:
Frontier orbital gap ... 9.739 eV
SMILES string ... NN/N=[N+](\[O-])O
Max |F| ... 4.1 eV Å⁻¹
LUMO level ... 0.83 eV


Entry 9:
Formula: C6H9IN
Source: OMol25
Level of theory: ωB97M-V/def2-TZVPD

Element x y z (Å)
C 0.820 -0.462 0.514
C 0.599 -1.809 0.129
C -0.674 -0.197 0.818
C 1.930 0.362 0.410
C 1.107 2.842 -0.141
C -1.537 -1.662 -0.979
N -0.902 -1.537 0.270
I 3.912 0.020 0.392
H -0.977 -0.077 1.899
H -1.061 0.757 0.206
H 1.219 3.518 0.755
H 0.192 2.532 -0.532
H 1.972 2.750 -0.798
H -1.528 -2.663 -1.312
H -2.637 -1.310 -0.882
H -1.068 -0.963 -1.698
H -1.368 -2.099 0.948

Computed properties:
Frontier orbital gap (alpha / beta) ... 6.939 / 6.938 eV
Max |F| ... 4.5 eV Å⁻¹
LUMO level (alpha / beta) ... -5.44 / -5.44 eV
Total charge ... +1